No. 1
45
Properties=species:S:1:pos:R:3:lowdin_charge:R:1 method="wB97M-V/def2-TZVPD" e_tot_ev=-93968.541 lumo_ha=-0.006 homo_lumo_gap_ev=7.2 homo_energy_ev=-7.38
Cs 1.13 -1.90 -1.13 0.78
C 3.00 2.67 -1.56 -0.02
C 1.90 1.84 -1.00 -0.30
N 1.08 1.16 -1.69 0.00
C 0.51 1.46 -2.95 -0.24
C -1.00 1.55 -2.84 -0.24
N -1.58 0.24 -2.80 -0.08
C -2.91 -0.02 -2.33 -0.21
C -2.99 -1.38 -1.59 -0.23
N -2.41 -1.25 -0.29 -0.09
C -2.33 -2.42 0.57 -0.23
C -1.51 -2.17 1.85 -0.22
N -0.51 -1.07 1.72 0.08
C 0.52 -1.06 2.48 -0.31
C 1.01 -2.04 3.57 -0.04
C 1.39 0.10 2.17 -0.24
C 1.91 0.94 3.19 0.02
C 2.39 2.18 2.72 -0.06
C 2.30 2.57 1.40 -0.02
C 1.90 1.57 0.47 -0.21
N 1.69 0.32 0.90 0.08
H 3.40 2.20 -2.48 0.10
H 3.71 2.79 -0.75 0.07
H 2.68 3.66 -1.82 0.08
H 0.73 0.73 -3.75 0.12
H 0.87 2.44 -3.39 0.12
H -1.40 2.15 -3.68 0.11
H -1.27 2.15 -1.94 0.14
H -1.44 -0.30 -3.65 0.11
H -3.66 -0.04 -3.13 0.11
H -3.28 0.77 -1.65 0.12
H -2.47 -2.20 -2.09 0.12
H -4.05 -1.61 -1.57 0.10
H -2.64 -0.42 0.20 0.10
H -1.88 -3.24 0.04 0.08
H -3.31 -2.78 0.87 0.10
H -0.97 -3.10 2.07 0.01
H -2.24 -2.09 2.71 0.13
H 0.30 -2.23 4.37 0.08
H 1.97 -1.75 3.97 0.07
H 1.07 -2.98 2.98 -0.05
H 1.90 0.63 4.21 0.10
H 2.78 2.89 3.46 0.11
H 2.67 3.56 1.11 0.12
Br 1.04 -4.52 1.05 -0.40

---

No. 2
50
Properties=species:S:1:pos:R:3:lowdin_charge:R:1 method="wB97M-V/def2-TZVPD" e_tot_ev=-86683.228 lumo_ha=-0.065 homo_lumo_gap_ev=6.2 e_above_lowest_kcal_mol=45.9 homo_energy_ev=-7.94
Bi 11.14 7.03 9.78 2.06
O 15.32 8.40 11.67 0.12
C 14.06 8.01 11.30 -0.39
O 13.43 8.50 10.33 -0.02
C 13.64 6.83 12.06 -0.18
C 14.46 6.09 12.91 0.04
C 14.00 4.83 13.30 -0.01
C 12.73 4.43 12.93 0.02
C 11.92 5.21 12.16 -0.20
N 12.38 6.41 11.76 0.01
C 10.58 4.75 11.77 -0.53
O 10.06 3.77 12.23 0.13
O 10.00 5.41 10.71 -0.25
H 15.64 9.10 11.09 0.14
H 15.45 6.47 13.25 0.14
H 14.67 4.16 13.90 0.14
H 12.28 3.47 13.28 0.15
F 9.85 6.55 6.76 0.01
C 11.14 6.59 7.25 -0.52
F 11.79 5.47 6.96 0.04
C 11.92 7.71 6.56 -0.57
F 11.27 8.88 6.78 0.12
F 12.13 7.56 5.21 0.13
F 13.12 7.74 7.18 0.10
O 9.60 8.55 10.02 -0.42
C 8.35 8.68 10.69 -0.55
C 8.67 8.72 12.18 -0.45
C 9.64 9.54 12.80 -0.11
C 9.90 9.13 14.12 -0.20
C 9.03 8.19 14.55 -0.42
S 7.88 7.72 13.35 1.00
C 7.87 10.12 10.29 -0.40
C 8.51 11.12 9.60 -0.12
C 7.70 12.29 9.36 -0.18
C 6.48 12.15 9.89 -0.43
S 6.15 10.56 10.51 1.01
C 7.36 7.62 10.15 -0.52
C 7.25 7.36 8.80 -0.10
C 6.10 6.57 8.53 -0.18
C 5.47 6.20 9.64 -0.41
S 6.11 6.94 11.05 1.00
H 10.19 10.25 12.20 0.11
H 10.70 9.55 14.73 0.10
H 8.85 7.90 15.56 0.05
H 9.52 10.95 9.28 0.10
H 8.09 13.16 8.87 0.10
H 5.73 12.91 9.97 0.06
H 7.83 7.81 8.00 0.12
H 5.83 6.21 7.54 0.11
H 4.72 5.44 9.69 0.06

---

No. 3
52
Properties=species:S:1:pos:R:3:lowdin_charge:R:1 method="wB97M-V/def2-TZVPD" e_tot_ev=-72012.965 charge=+2 lumo_ha="-0.347 / -0.347" homo_lumo_gap_ev="3.4 / 3.5" e_above_lowest_kcal_mol=71.8 homo_energy_ev="-12.84 / -12.90"
I 0.62 0.82 0.93 0.89
I 0.37 -1.87 1.17 0.63
Bi -0.23 -0.69 -3.76 0.53
P -2.63 -0.05 -0.40 0.62
C -3.88 0.10 0.94 -0.31
C -3.22 1.34 -1.43 -0.31
H -4.31 1.25 -1.48 0.05
H -4.36 -1.37 -1.38 0.05
H -2.77 1.31 -2.43 0.01
H -2.78 -1.68 -2.21 -0.02
H -3.67 1.03 1.48 0.04
H -2.95 2.27 -0.91 0.04
C -3.29 -1.53 -1.25 -0.31
H -4.88 0.14 0.45 0.06
H -3.11 -2.38 -0.58 0.04
H -3.78 -0.80 1.57 0.04
P 2.74 -0.01 -0.45 0.54
C 3.89 0.12 0.95 -0.27
C 3.25 -1.54 -1.25 -0.22
H 2.76 1.34 -2.45 0.06
H 4.31 1.29 -1.50 0.08
H 2.94 2.33 -0.93 0.07
C 3.22 1.40 -1.45 -0.23
H 2.74 -1.67 -2.22 0.03
H 4.34 -1.38 -1.38 0.09
H 4.88 0.15 0.46 0.08
H 3.76 -0.77 1.58 0.06
H 3.06 -2.39 -0.56 0.05
H 3.67 1.06 1.49 0.05
Cl -0.02 -0.28 -6.14 -0.27
C -0.09 1.92 4.30 -0.13
N -0.07 0.57 3.56 -0.25
C -1.20 -0.27 3.84 -0.23
N -1.22 -0.46 5.30 -0.08
C -1.26 0.80 6.03 -0.13
N -0.06 1.67 5.73 -0.07
C 1.20 0.87 6.02 -0.12
N 1.18 -0.39 5.29 -0.10
C 1.13 -0.17 3.85 -0.35
C 0.01 -1.20 5.64 -0.13
H -1.06 2.40 4.02 0.14
H 0.81 2.47 3.99 0.13
H -1.04 -1.27 3.40 0.04
H -2.15 0.17 3.46 0.14
H -1.34 0.60 7.12 0.15
H -2.13 1.38 5.68 0.13
H 2.03 1.49 5.65 0.13
H 1.30 0.66 7.10 0.15
H 1.07 -1.19 3.44 -0.02
H 2.08 0.31 3.48 0.12
H 0.03 -1.41 6.73 0.15
H 0.03 -2.13 5.04 0.14